1.
{"formula": "C4H6N2S", "method": "ωB97M-V/def2-TZVPD", "species": ["C", "C", "H", "H", "C", "H", "H", "N", "S", "N", "H", "H", "C"], "coordinates": [[2.2617, -0.3864, -0.3027], [0.2694, 1.3479, 2.4287], [1.1735, -0.3475, -2.0706], [-1.4400, 0.2553, 1.0513], [-0.3297, -0.1799, -0.5464], [-0.6069, 1.0791, 3.0783], [2.2184, -0.7232, 0.8972], [0.4161, 1.1275, 1.1315], [-1.5323, -1.0322, -1.2352], [-0.6172, 0.5037, 0.4996], [3.2828, -0.3835, -0.6272], [1.1553, 1.8340, 2.7062], [1.1555, -0.2179, -1.0277]], "nbo_charge": [-0.309, -0.159, 0.228, 0.393, 0.093, 0.179, 0.194, -0.202, -0.141, -0.422, 0.209, 0.203, -0.265], "lumo_ha": 0.002, "smiles": "C=CC(=S)NN=C", "orbital_gap_ev": 8.510}

***

2.
{"formula": "C4H6N2S", "method": "ωB97M-V/def2-TZVPD", "species": ["S", "H", "H", "C", "C", "H", "H", "C", "C", "H", "N", "H", "N"], "coordinates": [[1.0067, 0.7802, -0.7793], [2.2268, 0.4741, 1.2921], [-0.2611, 0.1569, 1.1007], [-0.3894, -1.4183, -0.2093], [2.4020, 0.1571, 0.2817], [-3.3954, 1.4995, 0.0117], [3.1828, 0.7654, -0.2341], [-0.5310, -0.0415, -0.0164], [-1.8732, 0.3688, -0.4428], [-2.3153, -0.5109, -1.0730], [-0.0460, -2.4961, -0.3730], [2.4885, -0.8963, 0.1022], [-2.4955, 1.1611, 0.3393]], "nbo_charge": [0.198, 0.220, 0.283, 0.247, -0.705, 0.355, 0.240, -0.506, 0.119, 0.183, -0.298, 0.232, -0.567], "lumo_ha": 0.000, "smiles": "[H]/N=C/[C@@H](C#N)SC", "orbital_gap_ev": 9.301}

***

What should be chosen as the most stable of them? Choose 2.

***

1.
{"formula": "C4H6N2S", "method": "ωB97M-V/def2-TZVPD", "species": ["H", "H", "C", "C", "C", "C", "H", "N", "H", "S", "H", "H", "N"], "coordinates": [[-1.8317, -1.3596, 1.0874], [-1.5775, 2.0310, -0.9490], [1.1628, 0.0006, 0.4272], [1.2827, -1.4918, 0.3939], [0.1276, -0.8417, 1.1053], [-1.0731, 1.1218, -0.5706], [2.0662, -1.9437, 1.0000], [-1.1758, -0.8884, 0.4948], [1.8167, 0.5280, 1.0495], [0.6253, 0.9339, -1.0042], [0.1637, -0.8224, 2.1752], [1.0282, -1.9804, -0.5632], [-1.7771, 0.2987, 0.0955]], "nbo_charge": [0.374, 0.212, -0.380, -0.417, -0.081, -0.143, 0.222, -0.455, 0.231, 0.243, 0.204, 0.237, -0.248], "lumo_ha": 0.034, "smiles": "C1=NN[C@H]2C[C@H]2S1", "orbital_gap_ev": 9.522}

***

2.
{"formula": "C4H6N2S", "method": "ωB97M-V/def2-TZVPD", "species": ["C", "H", "H", "N", "H", "H", "S", "C", "C", "H", "H", "N", "C"], "coordinates": [[0.1402, -1.3455, -0.1867], [0.7603, 2.1009, -0.7553], [-1.2250, -2.1390, 1.3396], [-0.4046, 0.7366, -0.1054], [0.1118, 2.8377, 0.6646], [-1.0807, 2.5877, -0.7009], [1.2707, -2.7558, -0.4683], [0.3832, -0.0567, -0.6260], [-0.8691, -1.1196, 0.8234], [1.1434, -3.4699, 0.9013], [1.1795, 0.2226, -1.4414], [-1.1973, 0.1982, 0.7520], [-0.2123, 2.2027, -0.1968]], "nbo_charge": [-0.288, 0.210, 0.234, -0.145, 0.228, 0.220, -0.036, -0.040, -0.072, 0.160, 0.218, -0.288, -0.401], "lumo_ha": 0.024, "smiles": "Cn1cc(S)cn1", "orbital_gap_ev": 8.983}

***

What should be chosen as the most stable of them? Choose 1.

***

1.
{"formula": "C4H6N2S", "method": "ωB97M-V/def2-TZVPD", "species": ["H", "H", "C", "N", "H", "C", "H", "C", "H", "S", "N", "H", "C"], "coordinates": [[-2.6764, -0.1205, -0.9468], [3.6086, 0.1726, -0.5939], [-2.4222, 0.2887, 0.0918], [1.0592, -1.1655, 0.0307], [3.2666, 1.1730, 0.4826], [-0.9291, 0.1159, 0.0409], [-0.6627, -2.1290, -0.3455], [-0.3303, -1.1157, -0.0907], [-2.9121, 1.2906, -0.1189], [0.0492, 1.4991, 0.2590], [3.0284, 0.2599, 0.1399], [-2.8658, -0.0938, 0.9960], [1.7867, -0.1752, 0.0548]], "nbo_charge": [0.235, 0.388, -0.665, -0.402, 0.413, -0.166, 0.222, -0.165, 0.232, -0.095, -0.804, 0.236, 0.571], "lumo_ha": 0.020, "orbital_gap_ev": 8.269}

***

2.
{"formula": "C4H6N2S", "method": "ωB97M-V/def2-TZVPD", "species": ["S", "N", "H", "H", "C", "H", "C", "H", "H", "C", "N", "H", "C"], "coordinates": [[-2.6393, -0.6403, -0.0298], [-2.3901, 1.0361, -0.0328], [1.7784, -1.3668, -0.3033], [-0.5505, -1.7929, -0.7132], [-1.1584, 1.3619, -0.0068], [1.4186, 1.5151, 0.1106], [-0.8596, -1.0849, 0.0443], [3.0419, -0.1966, -0.0665], [-0.6298, -1.5321, 1.0128], [-0.2179, 0.2424, -0.0655], [2.0509, -0.4675, 0.0067], [-0.9270, 2.4268, 0.0744], [1.0830, 0.4988, -0.0309]], "nbo_charge": [0.397, -0.555, 0.385, 0.220, 0.068, 0.198, -0.584, 0.398, 0.221, -0.207, -0.807, 0.202, 0.064], "lumo_ha": 0.026, "smiles": "N/C=C1/C=NSC1", "orbital_gap_ev": 8.211}

***

What should be chosen as the most stable of them? Choose 2.